[1]
{"formula": "C36H28BrIrN3O6P2", "method": "ωB97M-V with the def2-TZVPD basis set", "multiplicity": 6, "total_charge": 2, "e_tot_ha": -5364.83646, "s2": 8.767, "lumo_energy_ev": [-5.210, -8.527], "homo_lumo_gap_ev": [8.53, 5.43], "symbols": ["Ir", "O", "C", "O", "C", "C", "N", "N", "C", "C", "O", "O", "H", "H", "H", "N", "P", "C", "C", "C", "C", "C", "C", "C", "C", "C", "C", "C", "C", "P", "C", "C", "C", "C", "C", "C", "C", "C", "C", "C", "C", "C", "H", "H", "H", "H", "H", "H", "H", "H", "H", "H", "H", "H", "H", "H", "H", "H", "H", "H", "H", "H", "H", "Br", "C", "C", "C", "C", "C", "C", "C", "O", "O", "H", "H", "H", "H"], "positions_angstrom": [[1.5996, 0.4719, -0.4214], [2.8119, 0.0503, 5.5764], [3.8911, -0.0762, 4.8197], [4.9800, -0.3109, 5.2556], [3.7225, 0.0482, 3.3306], [4.7922, -0.1127, 2.4645], [4.3299, 0.0171, 1.2170], [3.0116, 0.2643, 1.2149], [2.6331, 0.2874, 2.4937], [1.1884, 0.5431, 2.7476], [0.7234, 0.5877, 3.8677], [0.5068, 0.6997, 1.6483], [1.9991, 0.2119, 5.0534], [5.8268, -0.3160, 2.6903], [4.8463, -0.0496, 0.3530], [-1.8065, -0.1441, 0.3264], [-0.7827, 0.5779, -0.7981], [-1.1705, -0.2337, -2.3425], [-2.1359, 0.3147, -3.1915], [-2.4529, -0.3408, -4.3686], [-1.8052, -1.5243, -4.7046], [-0.8392, -2.0654, -3.8664], [-0.5173, -1.4223, -2.6824], [-1.2091, 2.3064, -0.8844], [-0.3103, 3.1553, -1.5368], [-0.6008, 4.5034, -1.6512], [-1.7846, 5.0004, -1.1185], [-2.6786, 4.1561, -0.4737], [-2.3969, 2.8035, -0.3516], [-1.7499, -0.0893, 2.0257], [-3.3018, 0.5509, 2.6517], [-4.4438, -0.2562, 2.6554], [-5.6420, 0.2788, 3.0966], [-5.6972, 1.5957, 3.5392], [-4.5575, 2.3883, 3.5485], [-3.3514, 1.8683, 3.1050], [-1.4548, -1.7319, 2.5920], [-0.7156, -2.6359, 1.8181], [-0.4240, -3.8887, 2.3238], [-0.8454, -4.2349, 3.6041], [-1.5565, -3.3315, 4.3841], [-1.8575, -2.0761, 3.8882], [-2.2887, -0.9584, -0.0459], [-2.6269, 1.2463, -2.9390], [-3.2023, 0.0742, -5.0286], [-2.0549, -2.0264, -5.6298], [-0.3353, -2.9839, -4.1350], [0.2397, -1.8469, -2.0329], [0.6048, 2.7646, -1.9759], [0.0887, 5.1659, -2.1560], [-2.0129, 6.0537, -1.2101], [-3.6010, 4.5505, -0.0691], [-3.0990, 2.1437, 0.1415], [-4.3987, -1.2871, 2.3264], [-6.5322, -0.3354, 3.1036], [-6.6361, 2.0019, 3.8910], [-4.6051, 3.4058, 3.9117], [-2.4549, 2.4761, 3.1244], [-0.3792, -2.3675, 0.8232], [0.1282, -4.5991, 1.7239], [-0.6129, -5.2156, 3.9970], [-1.8750, -3.6064, 5.3800], [-2.4018, -1.3672, 4.4995], [3.5614, -3.4771, -3.0509], [4.0030, -1.9453, -4.0594], [4.6762, -2.1692, -5.2472], [5.0293, -1.1033, -6.0623], [4.7122, 0.2003, -5.7035], [4.0446, 0.4294, -4.5201], [3.6822, -0.6328, -3.6762], [2.9892, -0.2736, -2.4485], [2.6989, 0.9617, -2.1954], [2.6232, -1.1049, -1.5520], [4.9231, -3.1811, -5.5346], [5.5559, -1.2989, -6.9870], [4.9870, 1.0278, -6.3418], [3.7940, 1.4371, -4.2204]], "lowdin_spin": [2.785, 0.001, 0.001, 0.002, 0.006, 0.017, 0.012, 0.114, 0.018, 0.020, 0.039, 0.323, 0.000, 0.002, 0.000, 0.090, 0.163, 0.036, 0.010, 0.003, 0.009, -0.001, 0.011, 0.033, 0.025, 0.001, 0.011, 0.004, 0.009, 0.457, 0.091, 0.022, 0.006, 0.000, 0.000, 0.008, 0.033, 0.035, -0.001, 0.051, -0.005, 0.042, 0.008, 0.000, 0.000, 0.000, 0.000, 0.001, 0.006, 0.000, 0.001, 0.000, 0.001, 0.000, 0.001, 0.000, 0.000, 0.003, 0.002, -0.001, 0.003, -0.001, 0.001, 0.010, 0.007, 0.000, 0.008, 0.000, 0.010, 0.010, 0.037, 0.201, 0.206, 0.000, 0.000, 0.000, 0.001]}

[2]
{"formula": "C3H9O2PS", "method": "ωB97M-V with the def2-TZVPD basis set", "total_charge": 0, "relative_energy_kj_mol": 423.42, "e_tot_ha": -1009.59726, "lumo_energy_ev": -0.953, "homo_lumo_gap_ev": 8.22, "symbols": ["C", "C", "C", "O", "O", "P", "S", "H", "H", "H", "H", "H", "H", "H", "H", "H"], "positions_angstrom": [[-0.5190, -0.4293, -2.9424], [0.0614, 1.0866, 2.0892], [0.9276, -1.0596, 0.5850], [-1.2086, 2.1551, -1.2206], [0.4365, -0.3392, -1.9570], [-0.5501, -0.0788, 0.6626], [0.0516, 1.5357, -0.8093], [-1.2667, 0.4606, -2.8488], [-0.9081, -1.3595, -2.8740], [-0.1975, -0.2261, -4.0217], [-0.8201, 1.7382, 2.1660], [1.0449, 1.4395, 1.8391], [0.0872, 0.5893, 3.0915], [1.2237, -1.4547, 1.5557], [1.6818, -0.4894, 0.0633], [0.7932, -1.9037, -0.0961]], "lowdin_charge": [-0.263, -0.344, -0.404, -0.563, -0.427, 0.770, 0.838, 0.082, 0.035, 0.093, 0.018, 0.010, 0.044, 0.049, 0.026, 0.036]}